DFT (ωB97M-V/def2-TZVPD) results for a cluster of 2 separate species, C3H4N4 in total at a distorted geometry.

## Properties
M (g mol⁻¹): 96.1
HOMO (Eh): -0.26548
Max |F| (eV Å⁻¹): 6.1
Energy (eV): -9126.109
Kohn-Sham gap (eV): 4.56
ΔE to the lowest compared entry with this formula, charge and spin (eV): 10.7483

Element x y z (Å)
1 C 0.2941 0.5563 -0.0073
2 C -1.8838 1.5817 0.2485
3 C -0.2305 -1.7790 -0.1648
4 N 1.3610 1.1895 -0.1272
5 N 2.3699 0.2962 -0.0194
6 N 2.0108 -0.8813 0.0438
7 N 0.5936 -0.8381 0.0958
8 H -1.8876 1.8595 -0.7831
9 H -1.6609 2.2138 1.0733
10 H 0.2937 -2.7849 -0.0473
11 H -1.2602 -1.4136 -0.3123



DFT (ωB97M-V/def2-TZVPD) results for an isolated molecule of C3H4N4 at a distorted geometry.

## Properties
M (g mol⁻¹): 96.1
HOMO (Eh): -0.32167
SMILES: NN=C1N=CC=N1
Max |F| (eV Å⁻¹): 7.6
Energy (eV): -9132.260
Kohn-Sham gap (eV): 7.49
ΔE to the lowest compared entry with this formula, charge and spin (eV): 4.5974

Element x y z (Å)
1 C -0.1372 -0.2827 -0.1516
2 C -0.1383 1.7902 -0.8856
3 C 0.9281 1.4645 0.1141
4 H -0.3904 -2.8867 1.0316
5 H 0.5433 -1.2766 1.5131
6 H -0.1211 2.5697 -1.6736
7 H 1.6964 1.9637 0.5741
8 N -0.2761 -1.9262 1.1849
9 N -0.6836 -1.5675 -0.1021
10 N -0.8045 0.6568 -1.0836
11 N 0.9580 0.2366 0.5856



DFT (ωB97M-V/def2-TZVPD) results for an isolated molecule of C3H4N4 at a distorted geometry.

## Properties
M (g mol⁻¹): 96.1
HOMO (Eh): -0.32965
SMILES: Nc1cncnn1
Max |F| (eV Å⁻¹): 6.4
Energy (eV): -9133.159
Kohn-Sham gap (eV): 9.04
ΔE to the lowest compared entry with this formula, charge and spin (eV): 3.6990

Element x y z (Å)
1 N 1.9055 -0.1567 -0.7101
2 C 0.5702 -0.0871 -0.2888
3 C -0.0379 0.8307 0.9030
4 N -1.2780 0.7431 1.2399
5 C -2.0016 -0.0963 0.3928
6 N -1.5552 -0.8228 -0.5844
7 N -0.2318 -0.9229 -0.8759
8 H 2.6630 0.2692 -0.1968
9 H 2.1803 -0.9897 -1.2375
10 H 0.8670 1.3361 0.8219
11 H -3.0815 -0.1036 0.5360



DFT (ωB97M-V/def2-TZVPD) results for an isolated molecule of C3H4N4 at a distorted geometry.

## Properties
M (g mol⁻¹): 96.1
HOMO (spin up / spin down) (Eh): -0.30143 / -0.30818
Max |F| (eV Å⁻¹): 3.9
Energy (eV): -9131.065
Kohn-Sham gap (spin up / spin down) (eV): 7.16 / 7.28
ΔE to the lowest compared entry with this formula, charge and spin (eV): 5.7929

Element x y z (Å)
1 C 0.1417 -0.3674 -0.6231
2 C -0.6037 0.1834 -1.5922
3 C -0.2441 0.9889 1.4334
4 N 0.9082 -1.5206 -0.8515
5 N 1.4150 -1.9112 0.2052
6 N 1.0680 -0.8573 1.3388
7 N 0.2749 -0.0212 0.7603
8 H -1.2344 0.9693 -1.4320
9 H -0.6551 -0.0809 -2.6578
10 H 0.0746 1.2479 2.3728
11 H -1.1451 1.3691 1.0460



Look up the energy of the third one. -9133.159 eV



Look up the max |F| of the first one. 6.1 eV Å⁻¹